[1]
The following is a quantum chemistry calculation of 2 unconnected molecules or ions with the total composition C12H12 in a non-equilibrium geometry, from the OMol25 dataset.

```
24
Properties=species:S:1:pos:R:3:forces:R:3
C -1.673878 0.539011 1.654299 -1.38 2.23 0.23
C 0.339867 -0.750193 1.895389 -1.50 -0.39 1.06
C 1.624633 -0.634373 -1.890413 2.44 0.08 1.97
C -1.054814 -0.323916 -1.603055 -0.01 -1.30 0.65
C -0.319181 -1.285720 -0.752783 -3.12 1.71 -0.89
C -0.915654 1.744555 1.641949 1.07 -0.94 -0.64
C 1.060961 -1.355352 -0.791220 0.50 0.29 -0.40
C -0.422446 0.321106 -2.651705 -2.60 0.32 -2.46
C 1.105648 0.351235 1.764131 1.31 2.03 0.54
C 0.500881 1.617514 1.610931 -1.57 0.34 0.13
C 0.906748 0.118500 -2.784928 2.26 1.23 -2.35
C -1.073349 -0.661968 1.837031 0.71 -1.57 0.87
H -1.417079 2.733632 1.613750 0.49 -0.83 -0.16
H -2.788357 0.631017 1.551297 1.18 -0.26 0.30
H 2.734292 -0.451230 -1.867644 -1.08 -0.72 -0.34
H 1.688169 -1.812267 0.083854 -1.20 0.62 -2.35
H 0.846938 -1.671285 2.094923 -0.14 -0.60 0.07
H 2.211210 0.295561 1.939187 -1.10 0.02 -0.58
H 1.393013 0.684606 -3.682666 -0.42 -1.31 1.92
H -0.950974 0.823859 -3.637354 0.91 -0.89 3.24
H 1.074654 2.531708 1.475784 0.15 -0.28 0.24
H -2.137837 -0.101253 -1.444379 0.98 -0.73 0.03
H -1.688145 -1.579634 1.989868 0.58 0.81 -0.29
H -1.045298 -1.765110 -0.046246 1.56 0.12 -0.80
```
Positions in Å, forces in eV/Å.

## Properties
Gap between HOMO and LUMO = 9.531 eV
Lowest unoccupied orbital energy = 0.9 eV
Multiplicity = 1
Structure (SMILES) = c1ccccc1.c1ccccc1

Here are the natural (NBO) charges for atoms 1 to 2, given in e: C -0.22; C -0.20

[2]
The following is a quantum chemistry calculation of a molecular structure, C12H12AlBrCl32OP, from the OMol25 dataset.

```
60
Properties=species:S:1:pos:R:3:forces:R:3
Br 2.239818 2.236945 2.954611 0.06 0.01 0.10
Cl -4.331691 -1.492837 -4.782923 0.02 0.02 -0.04
Cl 7.985280 3.405122 -3.665277 0.02 0.00 0.00
Cl 6.723744 0.208857 -3.807638 -0.02 0.01 -0.03
Cl -12.013886 0.558493 7.766075 0.01 0.00 0.00
Cl 1.596319 -4.079390 1.189312 0.00 -0.01 -0.02
Cl -10.534732 2.923869 7.028599 0.00 -0.01 0.00
Cl 7.800675 -2.438708 -3.399364 0.00 0.01 0.01
Cl -1.237943 -4.629831 1.004238 0.00 0.01 0.01
Cl -2.938266 -1.492823 -2.257210 0.02 -0.12 -0.07
Cl -5.498665 1.581383 2.693867 -0.05 0.00 -0.01
Cl 7.893375 4.127040 -0.873919 -0.01 0.00 -0.02
Cl -4.396695 0.383806 5.068866 -0.01 0.01 0.00
Cl 5.458837 4.006772 -2.417405 0.01 0.03 -0.02
Cl -8.017743 -2.214839 -4.809638 -0.01 -0.02 -0.03
Cl -2.171708 1.929736 1.550323 0.07 0.03 0.00
Cl 6.141660 -1.897039 -5.695458 0.00 0.01 0.03
Cl -0.187546 -2.110380 0.074483 -0.04 -0.03 0.06
Cl -5.725788 -2.206876 -2.360977 0.03 0.02 0.06
Cl -9.355743 0.322073 6.663711 -0.03 -0.03 0.02
Cl -9.726133 1.373551 9.323025 0.00 0.00 -0.01
Cl -1.016038 0.916949 -0.876988 -0.04 0.04 -0.14
Cl -9.334060 -0.846368 -6.981228 0.00 0.00 0.00
Cl -6.602626 2.230571 5.278795 0.01 0.02 -0.01
Cl -1.911676 3.648987 -0.756457 0.00 0.00 0.02
Cl 7.373383 6.117456 -2.895312 0.00 -0.01 -0.01
Cl 4.976877 -1.957868 -3.054035 0.00 0.00 0.01
Cl -3.743084 -3.988921 -3.461623 0.01 0.01 0.00
Cl -3.848572 1.513510 -0.755652 -0.04 0.03 0.01
Cl -7.015964 -0.395679 4.143887 0.02 0.02 0.00
Cl -10.532468 -3.201723 -5.825747 0.00 0.00 0.00
Cl -8.136929 -3.434728 -7.417033 0.00 0.01 0.01
Cl 0.375718 -4.530008 -1.384837 -0.01 0.00 -0.01
P 6.576501 -0.184534 -0.199962 -0.02 0.00 -0.09
Al 5.076485 -1.226495 1.413833 0.05 -0.08 0.11
O 5.825327 1.242971 -0.783037 0.17 0.38 0.23
C 1.678062 1.402745 1.280049 -0.18 -0.11 -0.13
C 0.149224 -3.837848 0.229710 0.03 -0.01 -0.01
C -5.876243 0.955203 4.295837 0.02 -0.04 0.00
C 7.170589 4.405066 -2.460041 -0.03 0.01 0.04
C -2.239742 2.000477 -0.209486 0.08 0.04 0.09
C -9.002924 -2.423788 -6.254015 -0.01 0.00 -0.01
C 3.149586 -0.684407 1.137175 0.06 0.07 -0.03
C -4.171441 -2.293346 -3.217217 -0.04 -0.04 0.04
C -10.405529 1.289931 7.693677 0.00 0.02 0.01
C 6.412210 -1.511416 -3.970051 -0.03 -0.03 -0.03
C 2.806632 0.699428 0.555236 0.01 -0.14 0.13
C 7.842141 0.583494 0.908010 0.07 -0.06 0.00
H 8.482177 1.266963 0.343046 0.02 -0.03 -0.01
H 1.221912 2.202893 0.702661 0.06 0.11 0.02
H 5.863945 1.953143 -0.120719 -0.15 -0.39 -0.19
H 2.700015 -0.771651 2.135531 -0.01 -0.01 0.03
H 2.465743 0.591553 -0.482005 0.10 0.00 -0.05
H 0.911645 0.687602 1.570845 -0.07 0.04 0.01
H 5.611154 -0.860200 2.919734 -0.04 0.07 -0.11
H 7.427177 1.100622 1.778211 -0.06 0.03 -0.02
H 5.234262 -2.831986 1.146462 -0.03 0.02 0.01
H 2.657315 -1.448556 0.529853 0.00 -0.01 0.01
H 8.468809 -0.227689 1.284593 0.04 -0.01 0.06
H 3.677222 1.352715 0.511015 -0.04 0.11 -0.04
```
Positions in Å, forces in eV/Å.

## Properties
Gap between HOMO and LUMO = 4.832 eV
Charge = -1
Lowest unoccupied orbital energy = 1.2 eV
Multiplicity = 1

Here are the natural (NBO) charges for atoms 1 to 2, given in e: Br -0.07; Cl 0.05

[3]
The following is a quantum chemistry calculation of a molecular structure, C12H12Cl5N3O4Pt, from the OMol25 dataset.

```
37
Properties=species:S:1:pos:R:3:forces:R:3
Pt -0.021851 -0.932190 -0.536518 0.15 0.17 -0.63
Cl -6.496001 -1.883446 -1.095390 0.01 0.00 -0.01
Cl -5.508434 1.037328 -1.505484 0.03 0.00 0.01
Cl -4.406144 -4.170397 -0.616429 -0.01 0.02 0.00
Cl -2.491295 1.707136 -1.425406 -0.01 -0.05 0.01
Cl -1.356866 -3.445114 -0.469252 0.10 -0.08 0.04
O 0.844328 1.377669 -1.649683 0.02 -0.05 0.22
O 0.281420 2.037739 0.392710 0.20 -0.13 0.05
O 2.980756 -0.699506 -1.525041 0.08 -0.04 -0.29
O -0.349257 -1.353549 2.362095 -0.05 0.01 0.13
N 2.146767 -1.049487 -0.484232 -0.41 0.16 0.15
N -0.439290 4.449449 -0.352711 0.06 -0.22 -0.10
N 0.562446 -1.217094 1.534413 -0.15 -0.08 0.07
C 2.299221 -1.879659 3.128076 -0.04 0.07 -0.09
C -2.994946 0.059925 -1.156305 -0.01 0.00 -0.09
C -2.548359 -2.212022 -0.776570 -0.02 0.13 0.00
C 1.830217 -1.436129 1.777956 0.16 0.05 0.02
C 4.193494 -1.050057 0.845540 -0.01 -0.02 0.00
C 0.371440 3.707189 -1.319716 -0.11 0.11 0.06
C -3.890347 -2.543055 -0.823393 -0.03 -0.07 -0.03
C -4.815753 -1.524378 -1.041164 0.03 0.05 0.00
C -4.364281 -0.217961 -1.214918 0.06 0.02 -0.02
C 2.716924 -1.176064 0.655932 0.02 -0.14 0.25
C 0.522229 2.261408 -0.887218 -0.06 0.06 -0.07
C -2.040153 -0.922342 -0.927897 0.04 -0.18 0.39
H 1.482898 -2.398539 3.626489 0.00 -0.02 0.02
H 2.585125 -1.031880 3.756980 0.00 -0.02 0.02
H 4.616586 -0.401959 0.082778 0.01 0.00 0.02
H -0.006002 3.712500 -2.341574 -0.02 -0.05 -0.06
H 3.155045 -2.550049 3.046062 0.00 0.02 0.01
H 4.416660 -0.655949 1.835182 -0.01 -0.03 0.00
H 1.379409 4.121761 -1.338737 0.04 0.07 -0.02
H 4.669190 -2.029614 0.754090 -0.02 0.02 0.01
H 0.014834 2.893766 0.787397 -0.10 0.05 -0.01
H 2.368236 -0.315433 -2.163751 -0.01 0.11 -0.10
H -1.426176 4.285709 -0.517012 -0.01 0.02 0.02
H -0.282075 5.444278 -0.417311 0.07 0.04 0.04
```
Positions in Å, forces in eV/Å.

## Properties
Gap between HOMO and LUMO (alpha / beta) = 7.727 / 6.755 eV
⟨S²⟩ = 2.01
Lowest unoccupied orbital energy (alpha / beta) = 0.3 / -1.2 eV
Multiplicity = 3

Here are the natural (NBO) charges for atoms 1 to 2, given in e: Pt 0.86; Cl 0.06

For the records above, the corresponding energy values read -464.37408, -18423.58239, -3349.83454 Ha.